No. 1
Computed, not measured: one molecule with the formula C5H3NO, with wB97M-V/def2-TZVPD.

Bonds (Å) are listed after each position.
Geometry (Å):
1 N -2.24 -0.28 0.92  C2 1.197, C3 1.824
2 C -2.19 -0.63 -0.23  N1 1.197, C3 1.585
3 C -0.67 -0.26 -0.02  N1 1.824, C2 1.585, C4 1.367, C7 1.437
4 C 0.32 -1.06 0.48  C3 1.367, O5 1.349, H8 1.078
5 O 1.52 -0.48 0.27  C4 1.349, C6 1.363
6 C 1.30 0.72 -0.33  O5 1.363, C7 1.356, H9 1.080
7 C -0.03 0.93 -0.52  C3 1.437, C6 1.356, H10 1.081
8 H 0.31 -2.03 0.96  C4 1.078
9 H 2.18 1.30 -0.56  C6 1.080
10 H -0.51 1.78 -0.97  C7 1.081

**LUMO energy**: 0.0084 Ha
**Strongest force on any atom**: 0.9 eV/A

No. 2
Computed, not measured: one molecule with the formula C5H3NO in a non-equilibrium geometry, with wB97M-V/def2-TZVPD.

Bonds (Å) are listed after each position.
Geometry (Å):
1 C 2.21 0.06 0.59  C2 1.203, H8 1.069
2 C 1.20 -0.34 0.07  C1 1.203, C3 1.467
3 C -0.08 -0.77 -0.51  C2 1.467, C4 1.526, H9 1.098, H10 1.094
4 C -1.20 -0.10 0.28  C3 1.526, O5 1.200, C6 1.490
5 O -1.84 -0.63 1.15  C4 1.200
6 C -1.45 1.31 -0.12  C4 1.490, N7 1.157
7 N -1.64 2.38 -0.51  C6 1.157
8 H 3.12 0.40 1.04  C1 1.069
9 H -0.14 -0.46 -1.56  C3 1.098
10 H -0.20 -1.85 -0.44  C3 1.094

**SMILES string**: C#CCC(=O)C#N
**LUMO energy**: -0.0208 Ha
**Strongest force on any atom**: 1.1 eV/A

No. 3
Computed, not measured: a 2-piece molecular cluster, C5H3NO overall in a non-equilibrium geometry, with wB97M-V/def2-TZVPD.

Bonds (Å) are listed after each position.
Geometry (Å):
1 C 1.04 1.32 -1.65  C2 1.215, H5 1.026
2 C 0.23 1.44 -0.76  C1 1.215, C3 1.380
3 C -0.93 1.53 -0.01  C2 1.380, N4 1.145
4 N -1.92 1.83 0.47  C3 1.145
5 H 1.75 1.01 -2.33  C1 1.026
6 C 0.11 -1.41 1.36  C7 1.308, H9 1.061, H10 1.074
7 C -0.34 -1.38 0.13  C6 1.308, O8 1.157
8 O -0.57 -1.42 -1.00  C7 1.157
9 H -0.47 -1.76 2.18  C6 1.061
10 H 1.12 -1.18 1.62  C6 1.074

**SMILES string**: C#CC#N.C=C=O
**LUMO energy**: 0.0147 Ha
**Strongest force on any atom**: 3.5 eV/A

No. 4
Computed, not measured: one molecule with the formula C5H3NO in a non-equilibrium geometry, with wB97M-V/def2-TZVPD.

Bonds (Å) are listed after each position.
Geometry (Å):
1 N -0.68 1.44 2.70  C2 1.173
2 C -0.30 0.87 1.74  N1 1.173, C3 1.536, C4 1.655
3 C 0.04 0.47 0.30  C2 1.536, C4 1.326, C7 1.354
4 C 0.63 -0.36 1.15  C2 1.655, C3 1.326, H8 1.084
5 O 0.58 -1.68 -0.89  C6 1.228
6 C -0.06 -0.85 -1.52  O5 1.228, C7 1.455, H9 1.101
7 C -0.46 0.44 -0.96  C3 1.354, C6 1.455, H10 1.080
8 H 1.65 -0.46 1.50  C4 1.084
9 H -0.36 -1.05 -2.56  C6 1.101
10 H -1.05 1.18 -1.47  C7 1.080

**LUMO energy (spin up / spin down)**: -0.0552 / -0.0552 Ha
**Strongest force on any atom**: 1.4 eV/A